Entry from OMol25: 2 unconnected molecules or ions with the total composition C4H9F2NO (ωB97M-V with the def2-TZVPD basis set).

Calculated values
- 2S+1: 1
- E_HOMO (alpha / beta): -7.58 / -8.26 eV
- Energy above the lowest of the compared OMol25 structures with the same formula, charge and spin: 128.6 kcal per mole
- Kohn-Sham gap (alpha / beta): 7.99 / 9.15 eV
- LUMO level (alpha / beta): 0.4 / 0.9 eV

Element x y z (Å)
1 C -0.461 -0.404 -1.462
2 C -1.233 0.586 2.044
3 C 0.852 0.710 0.445
4 C 0.647 -0.501 -0.445
5 N 2.043 -0.828 -0.939
6 O -2.032 -0.191 1.224
7 F 0.710 1.948 -0.158
8 F 0.268 -1.557 0.425
9 H -0.663 0.719 -1.721
10 H -1.381 -0.738 -1.095
11 H -0.238 -0.979 -2.251
12 H -0.329 0.212 2.611
13 H -1.790 1.408 2.369
14 H 1.681 0.615 0.991
15 H 2.666 -0.055 -0.797
16 H 2.442 -1.599 -0.404
17 H -1.496 -0.877 0.853


Entry from OMol25: a molecular structure, C4H9F3O (ωB97M-V with the def2-TZVPD basis set).

Calculated values
- 2S+1: 1
- E_HOMO: -10.43 eV
- Energy above the lowest of the compared OMol25 structures with the same formula, charge and spin: 41.2 kcal per mole
- Kohn-Sham gap: 11.24 eV
- LUMO level: 0.8 eV

Element x y z (Å)
1 F 1.732 -0.265 -1.179
2 F -0.274 -0.965 -1.918
3 F 0.630 -1.846 -0.165
4 C 0.037 1.306 2.404
5 C 0.481 -0.730 -0.883
6 C 0.569 0.229 1.405
7 C -0.211 0.148 0.062
8 H 0.105 2.347 2.045
9 H 0.641 1.210 3.321
10 H -1.015 1.088 2.651
11 H 1.626 0.548 1.323
12 H 0.554 -0.761 1.901
13 H -1.211 -0.249 0.321
14 H -0.347 1.175 -0.329
15 O -0.855 -0.894 -3.906
16 H -1.774 -1.196 -4.083
17 H -0.688 -1.144 -2.969